Computed, not measured: a single CH3IOS molecule in a non-equilibrium geometry, with ωB97M-V/def2-TZVPD.

Results
**Orbital gap**: 9.836 eV
**Energy above the lowest of the compared OMol25 structures with the same formula, charge and spin**: 92.0 kJ/mol
**E_HOMO**: -9.56 eV

The geometry in XYZ format:
```
7
Properties=species:S:1:pos:R:3:forces:R:3
H 0.83939 -2.23468 0.35912 -0.076 -0.132 0.116
S 1.38654 -1.34419 -0.47834 -0.466 0.980 0.275
O 0.88088 0.06814 0.29592 -1.696 0.155 -0.155
C -0.56142 0.50109 -0.01291 2.526 -0.905 -1.563
H -1.25907 0.14004 0.77920 0.535 -0.417 -1.291
H -0.59528 0.26890 -1.17020 -1.002 0.210 2.663
I -0.69104 2.60070 0.22722 0.179 0.108 -0.045
```
Positions in Å, forces in eV/Å.

---

Computed, not measured: 2 unconnected molecules or ions with the total composition C28H36N in a non-equilibrium geometry, with ωB97M-V/def2-TZVPD.

Results
**Orbital gap**: 5.838 eV
**Energy above the lowest of the compared OMol25 structures with the same formula, charge and spin**: 6.3 kJ/mol
**Charge**: +1
**E_HOMO**: -11.08 eV

The geometry in XYZ format:
```
65
Properties=species:S:1:pos:R:3:forces:R:3
C -0.07952 0.78162 2.28989 0.041 -0.031 -0.192
C 4.44478 -3.52859 -1.78908 0.050 -0.260 -0.106
H -1.60974 -0.79735 6.63644 -0.003 0.183 -0.185
C -1.56667 -0.44171 3.82191 0.015 -0.241 -0.512
C 1.90853 1.68965 -0.92196 -0.190 -0.224 -0.166
H 5.49345 -3.41576 -2.09580 -0.260 0.023 0.038
H -2.28808 -1.24518 3.99090 0.253 0.234 -0.076
H 3.73793 2.91510 -0.79885 -0.237 0.026 -0.198
H 1.03005 1.73557 -1.57574 0.176 -0.137 0.071
H 0.16677 0.13369 0.25530 -0.229 0.183 0.206
C -1.01228 -0.28942 2.56171 -0.319 -0.196 0.077
H -2.41508 -1.28534 -1.67296 -0.296 0.087 -0.150
H -5.82487 -3.03491 -4.45999 -0.152 0.204 -0.002
C 2.06694 -0.56121 -2.08374 -0.022 0.108 0.210
H 3.91259 -4.07380 -2.57534 0.180 -0.004 0.151
C 2.57866 0.32522 -1.11398 0.055 -0.047 0.238
H 0.83887 2.90848 0.48901 0.106 -0.216 0.206
C 3.78910 -2.19810 -1.55963 -0.062 0.352 0.187
C -1.84802 0.19699 6.23537 0.105 0.229 0.199
C -6.26685 -2.04651 -4.28820 0.011 -0.159 -0.065
C 0.27231 1.64458 3.40781 -0.116 0.085 0.290
H 3.08807 2.67806 -2.43241 -0.019 0.075 0.257
C -1.41106 -1.23978 1.47164 -0.262 -0.401 -0.049
C -4.87951 0.80776 -2.17298 -0.322 -0.495 -0.402
C -0.31054 1.43083 4.65001 0.238 0.203 -0.151
H -1.94169 -0.73494 0.65103 0.106 -0.052 0.245
H -6.66509 0.52413 -3.36074 0.173 -0.105 0.048
H 2.28579 2.42452 3.19052 -0.278 -0.006 -0.144
C -1.23139 0.40285 4.88682 -0.042 -0.136 -0.292
C 2.81318 2.83920 -1.38248 -0.050 0.115 -0.019
H 1.23565 3.34084 4.25301 -0.023 -0.166 -0.260
H 1.01032 3.47586 2.50776 0.115 -0.213 0.174
H -0.04975 2.09038 5.48349 -0.030 -0.215 -0.366
C 1.35184 1.92841 0.50234 0.597 0.278 -0.712
C 2.66649 -1.80260 -2.28969 0.144 -0.010 0.101
H -7.26537 -2.18965 -3.84932 0.321 0.078 -0.042
C -3.36757 -0.90952 -2.06188 -0.797 -0.111 -0.487
C 0.41589 0.90461 0.98742 0.266 -0.070 1.139
H -1.48038 0.95138 6.93739 -0.128 -0.187 -0.056
C 3.71722 -0.06114 -0.37572 -0.151 -0.299 -0.220
C 0.86595 -0.19501 -2.92238 -0.172 -0.180 -0.274
H -2.94314 0.26702 6.19053 0.239 -0.012 -0.106
C 4.40302 0.77168 0.67594 0.387 0.195 0.440
C 1.24987 2.77311 3.31341 0.094 0.528 0.393
H 4.44372 -4.14373 -0.87926 -0.048 0.151 -0.188
H -2.08265 -2.00027 1.88890 0.174 0.185 -0.218
N -3.71830 0.33005 -1.69734 -0.090 -0.136 -0.139
H -6.41563 -1.56405 -5.26560 0.115 -0.075 0.303
H -0.03935 -0.01807 -2.32087 0.214 0.009 -0.155
H 0.64266 -1.02494 -3.60380 -0.015 0.253 0.109
H 5.17506 -1.59853 -0.02702 -0.211 0.075 -0.156
H 4.02350 1.78866 0.78473 0.135 -0.237 -0.044
H 2.27522 3.79339 -1.31440 0.157 -0.105 -0.024
C -5.37429 -1.22375 -3.38951 0.002 0.106 0.051
C -5.73639 0.07506 -3.01496 0.741 0.187 0.521
H 2.19593 2.02204 1.19297 -0.356 0.068 0.038
H 5.47964 0.85605 0.45028 -0.398 0.001 0.030
H 1.04211 0.70068 -3.53691 -0.068 -0.232 0.190
C -4.16118 -1.72011 -2.89950 0.319 0.536 0.435
H 4.34407 0.28173 1.66277 -0.055 0.136 -0.290
H -5.16239 1.82461 -1.88145 0.210 -0.355 -0.023
H -0.54198 -1.76109 1.04551 -0.192 0.129 0.125
H 2.24767 -2.47460 -3.04495 0.166 0.207 0.233
H -3.81782 -2.72237 -3.14960 -0.123 0.189 -0.001
C 4.29371 -1.31182 -0.60676 -0.186 -0.104 -0.238
```
Positions in Å, forces in eV/Å.

---

Computed, not measured: 2 unconnected molecules or ions with the total composition C4H13NO2 in a non-equilibrium geometry, with ωB97M-V/def2-TZVPD.

Results
**Orbital gap**: 10.694 eV
**Energy above the lowest of the compared OMol25 structures with the same formula, charge and spin**: 90.2 kJ/mol
**E_HOMO**: -9.90 eV

The geometry in XYZ format:
```
20
Properties=species:S:1:pos:R:3:forces:R:3
C -1.56876 2.09689 0.19690 -1.635 1.131 -0.806
H -1.91799 2.15064 -0.85099 0.200 -0.875 0.188
H 0.48081 0.43711 2.02618 0.025 -0.266 0.128
H 2.36749 -0.15292 -0.68519 -0.202 0.081 -0.445
H -0.35866 -3.87804 0.73052 0.190 0.838 -0.250
C 0.42683 0.82955 -0.64432 -1.477 -0.336 0.959
N 0.92014 -1.69202 -0.99285 0.396 1.037 -0.288
C 1.33110 -0.39288 -0.41141 0.759 1.241 0.059
O -0.01111 1.20789 1.74696 -0.419 0.264 0.253
H -0.15473 -2.29707 0.50315 0.258 -0.928 -0.607
H -1.17743 3.11423 0.24519 0.890 -0.238 0.643
H -1.15326 -0.03052 0.47991 -0.386 0.224 0.510
C -0.65446 0.94651 0.51867 1.474 0.179 -1.590
O -0.57788 -2.98547 1.03693 -0.595 -0.214 0.951
H 0.95810 1.78367 -0.66443 0.239 -0.243 -0.077
H 1.81176 -2.10852 -1.22083 0.018 -0.735 0.191
H 1.45365 -0.45427 0.67145 -0.245 -0.589 0.158
H -0.22137 0.76833 -1.52548 0.576 -0.216 -0.338
H -2.50575 2.16842 0.76196 0.300 -0.452 0.285
H 0.55153 -1.51154 -1.92232 -0.365 0.096 0.077
```
Positions in Å, forces in eV/Å.

---

Computed, not measured: a single C4H3NO molecule in a non-equilibrium geometry, with ωB97M-V/def2-TZVPD.

Results
**Orbital gap**: 9.013 eV
**Energy above the lowest of the compared OMol25 structures with the same formula, charge and spin**: 331.7 kJ/mol
**E_HOMO**: -9.38 eV

The geometry in XYZ format:
```
9
Properties=species:S:1:pos:R:3:forces:R:3
O 0.06921 -2.09352 -1.84710 -0.123 0.821 0.145
C -0.00041 -1.21697 -1.01604 0.324 -1.763 0.645
H 0.23548 0.53119 -2.32041 -0.321 -0.499 2.116
N -0.15787 0.93501 2.32910 -0.841 -1.894 -2.337
C -0.11940 1.18123 -0.32383 -0.206 -1.319 2.684
C 0.05930 0.21418 -1.20881 0.225 1.210 -3.431
H -0.06137 -1.49674 0.06693 -0.162 0.085 -0.094
H 0.20319 1.33789 3.10709 0.833 1.246 2.520
C -0.22813 0.60773 1.21306 0.272 2.115 -2.248
```
Positions in Å, forces in eV/Å.

---

Computed, not measured: a single C24H31NO5 molecule, with ωB97M-V/def2-TZVPD.

Results
**Orbital gap**: 8.470 eV
**Energy above the lowest of the compared OMol25 structures with the same formula, charge and spin**: 94.8 kJ/mol
**E_HOMO**: -7.89 eV

The geometry in XYZ format:
```
61
Properties=species:S:1:pos:R:3:forces:R:3
H -2.26019 5.99246 -0.13597 0.073 0.120 0.079
C -2.53641 -0.77567 -1.96205 -0.021 0.003 0.115
H -3.10293 4.46971 -0.45376 -0.054 0.023 -0.043
C -0.35073 0.52367 0.06733 -0.435 -0.468 -0.306
H 0.73590 4.53379 -0.42530 0.127 0.011 -0.101
H -2.78626 -2.49504 -4.85912 -0.022 -0.022 -0.097
H 1.93689 1.17416 3.10775 -0.032 0.018 0.009
H -1.20084 3.84619 2.70119 0.048 -0.027 0.108
H 0.79374 4.78667 1.32196 0.111 -0.024 0.044
H -1.83908 5.41624 2.22151 -0.010 0.099 0.039
N -0.27985 1.87154 0.63668 0.014 -0.433 0.075
H -2.47790 0.35560 0.49752 0.088 -0.082 0.038
H 1.69595 2.45046 1.01303 -0.057 0.043 0.156
H 3.20263 -0.87726 2.66522 0.119 -0.025 0.090
C -1.18678 4.23594 0.53721 -0.182 0.212 -0.050
C 1.26742 -1.25641 -0.64282 0.202 -0.151 -0.045
C -1.56817 -0.22757 0.67137 -0.004 0.538 0.063
C 2.33355 -2.10108 -0.38804 0.095 -0.074 0.025
O -2.00286 2.35108 -0.68343 -0.219 -0.017 -0.264
C 0.79549 2.14808 1.56532 0.316 0.263 0.352
C -2.82769 -1.03395 -3.28984 -0.011 0.026 -0.045
H 4.21529 -2.95331 3.06148 0.018 0.024 -0.034
H 0.04340 5.98446 0.28940 -0.005 0.076 -0.006
H -1.72626 4.92647 -1.44496 -0.010 0.034 -0.124
C -2.56778 -2.28125 -3.82427 0.000 -0.008 -0.024
C 2.05612 -3.32467 -2.40731 -0.164 -0.025 -0.247
C 0.18586 4.91502 0.43217 -0.071 -0.095 0.087
H 5.59032 -3.54175 2.09490 -0.032 0.066 0.054
H 0.50312 2.95690 2.23040 0.048 -0.006 -0.109
H -0.53292 0.63101 -1.00889 0.074 -0.034 0.209
H 0.26705 0.61046 2.98499 -0.015 0.055 0.090
H -1.81395 -3.87658 0.90959 0.068 -0.031 -0.020
C 1.57817 -0.17562 1.47998 -0.181 0.044 -0.211
C 1.14202 0.91739 2.40584 -0.040 0.110 -0.187
C -1.17441 2.75334 0.11965 -0.049 0.321 0.058
H -2.73596 0.21024 -1.57356 0.034 0.129 0.132
C 3.04648 -1.97091 0.82714 0.052 -0.133 -0.122
H 2.57270 -4.15117 -2.89234 -0.056 0.058 -0.017
C 2.66686 -1.00065 1.73715 0.117 -0.209 -0.016
H -0.12512 -3.38871 0.61648 -0.083 -0.072 -0.005
H 2.05915 -2.45677 -3.07499 0.004 -0.015 0.030
H -1.80123 -4.24316 -3.40715 0.021 -0.127 -0.020
C -1.71943 -3.02253 -1.68047 0.025 -0.090 -0.067
H -0.57565 -5.11177 0.56482 -0.026 0.064 0.016
H 0.71617 -1.33701 -1.56646 -0.053 -0.063 -0.135
C -1.98165 -1.75107 -1.14018 0.019 -0.116 0.129
O -1.68543 -1.54048 0.18906 -0.081 -0.401 -0.444
O 4.08236 -2.83925 0.99300 -0.299 0.100 -0.302
C -1.78397 4.36518 1.94496 0.088 -0.092 -0.119
C -2.02029 -3.26033 -3.01955 0.045 0.060 0.189
O -1.15480 -4.09686 -1.04774 -0.109 0.260 -0.416
H -2.79091 3.95383 1.95643 -0.117 -0.021 0.038
C -0.90927 -4.09804 0.34059 0.149 -0.125 0.538
O 2.77877 -3.07419 -1.22456 0.148 0.149 0.408
H -1.42722 -0.34951 1.74832 0.031 0.092 -0.077
C 4.83347 -2.76338 2.17726 0.111 0.028 0.198
H 1.02399 -3.61763 -2.19555 0.015 0.031 0.018
H 5.32667 -1.79079 2.28204 -0.034 -0.031 0.003
H -3.25368 -0.25157 -3.89843 -0.039 0.081 -0.052
C -2.13171 4.95542 -0.43684 0.006 -0.241 0.076
C 0.88176 -0.29936 0.29184 0.248 0.121 0.241
```
Positions in Å, forces in eV/Å.

---

Computed, not measured: a molecular structure, C10H19Cl2NOPb in a non-equilibrium geometry, with ωB97M-V/def2-TZVPD.

Results
**Orbital gap (spin up / spin down)**: 7.263 / 6.422 eV
**Energy above the lowest of the compared OMol25 structures with the same formula, charge and spin**: 233.5 kJ/mol
**E_HOMO (spin up / spin down)**: -7.74 / -6.24 eV

The geometry in XYZ format:
```
34
Properties=species:S:1:pos:R:3:forces:R:3
C -5.24485 0.68303 -0.58901 0.627 0.014 -0.333
C 3.51810 0.67153 -1.10130 0.358 0.207 0.038
C -2.93452 0.28784 -0.11957 0.387 -0.100 0.225
H 1.96174 1.46697 -3.26636 -0.142 -0.345 0.210
H 2.06290 -0.97999 -1.34425 0.260 0.411 -0.653
H -5.05792 1.68662 -0.95955 -0.286 0.137 -0.118
C 4.10032 -0.16120 0.05958 -0.018 0.692 -0.195
C 3.22779 -0.11165 1.32542 0.392 -0.772 0.057
C 2.22045 -1.31531 1.43902 2.004 -0.385 1.095
H -6.18131 0.64326 -0.07061 -0.442 0.009 0.164
C -4.42501 -0.04917 1.74019 -0.004 0.329 -1.146
H 2.34864 -1.99709 0.59428 0.140 -0.120 -0.013
H 0.24352 -0.99115 2.48898 0.651 -0.109 -0.219
H -3.90062 0.63678 2.39172 0.159 0.034 0.148
H 3.88134 -0.19443 2.20354 -0.148 0.205 -0.166
H 4.24240 -1.19290 -0.27799 0.083 0.018 0.125
H 2.69794 0.84249 1.38653 0.041 -0.099 0.012
C 2.35097 0.00188 -1.77436 -0.067 -0.093 -0.802
N -4.16682 0.32219 0.31516 -0.995 -0.065 0.474
H -5.24261 -0.01592 -1.42029 -0.292 0.000 -0.157
H -4.09376 -1.06474 1.91318 0.149 -0.125 0.088
Cl -0.40878 -2.16783 -1.51975 -0.360 -1.531 -0.948
H -2.69393 0.53732 -1.20947 -0.439 -0.284 1.337
O -2.06514 -0.03111 0.71562 -0.062 0.147 -0.163
Cl 0.69079 2.15715 -0.27808 0.045 2.337 0.372
H 4.30516 0.87731 -1.85172 -0.309 -0.122 0.281
H 0.83206 -0.03762 -3.26299 0.365 0.248 0.187
H -5.48987 0.02083 1.91500 -0.170 0.034 -0.015
Pb -0.01007 -0.16069 -0.18064 -0.377 0.239 -0.182
H 3.18237 1.65045 -0.70993 0.250 -0.385 -0.214
C 1.67712 0.50630 -2.82373 0.465 -0.725 0.385
H 5.08931 0.24566 0.30412 -0.127 -0.116 -0.080
C 0.88451 -0.92284 1.60041 -3.139 0.940 0.159
H 2.39777 -1.84400 2.36683 1.001 -0.624 0.046
```
Positions in Å, forces in eV/Å.

---

Computed, not measured: a single C6H10O molecule, with ωB97M-V/def2-TZVPD.

Results
**Orbital gap**: 8.400 eV
**Energy above the lowest of the compared OMol25 structures with the same formula, charge and spin**: 422.6 kJ/mol
**E_HOMO**: -8.08 eV

The geometry in XYZ format:
```
17
Properties=species:S:1:pos:R:3:forces:R:3
C -0.91055 -0.23866 1.20797 0.432 0.095 0.495
H 2.65284 0.09687 -1.12575 0.091 -0.001 -0.189
H 2.36609 -1.19213 0.01066 -0.014 0.170 -0.016
C -0.96304 0.73080 0.00683 -0.062 0.213 -0.033
H -1.64204 -0.07462 1.99718 -0.051 0.015 -0.128
C 1.85228 -0.40942 -0.55616 -0.067 -0.178 0.117
H -0.44266 -2.04533 0.01009 -0.120 -0.093 0.079
H -1.80132 1.43677 0.00658 0.124 -0.048 0.136
H -2.19635 -1.82784 0.30527 0.110 0.089 -0.090
H 0.34001 1.56128 -1.46192 -0.003 -0.094 0.073
C 0.32136 1.50394 -0.36239 0.029 0.038 0.025
H 0.21942 2.52176 0.03138 0.136 -0.154 -0.008
C -1.23750 -1.31301 0.17886 0.002 -0.383 0.049
H 1.13187 -0.83606 -1.26982 0.070 0.201 -0.004
H 0.08379 -0.33172 1.67918 -0.448 0.056 -0.195
C 1.48351 0.77045 0.23045 -0.236 0.061 -0.088
O -1.25770 -0.35308 -0.88840 0.007 0.013 -0.223
```
Positions in Å, forces in eV/Å.

---

Computed, not measured: 2 unconnected molecules or ions with the total composition C4H8NO in a non-equilibrium geometry, with ωB97M-V/def2-TZVPD.

Results
**Orbital gap**: 6.110 eV
**Energy above the lowest of the compared OMol25 structures with the same formula, charge and spin**: 437.0 kJ/mol
**Charge**: +1
**E_HOMO**: -12.21 eV

The geometry in XYZ format:
```
14
Properties=species:S:1:pos:R:3:forces:R:3
H 0.91639 3.70424 0.05823 2.905 1.635 -0.443
H -1.58924 -3.29246 -0.61207 0.323 1.394 -0.646
H -0.11516 -1.98920 1.67659 0.687 0.439 1.257
O 0.96627 0.94027 0.05219 3.186 1.742 -2.318
H 1.37668 -2.93481 -0.62279 2.266 -0.594 -0.953
H -0.78891 -1.50937 -1.13910 -1.147 -0.431 -0.250
C -0.02623 1.88266 0.19132 0.322 1.020 0.666
H 1.83858 1.41383 -0.39643 -3.281 -1.724 1.860
H -0.97086 1.42951 0.33429 -0.803 -0.665 0.261
C -0.10184 -2.34158 0.68966 -0.255 -1.537 -2.832
N 0.46810 -2.93931 -0.28554 -0.915 1.214 3.246
C -0.85704 -2.44745 -0.58252 -0.869 -0.280 0.178
C 0.07204 3.20548 0.28863 -2.734 -1.774 0.361
H -0.80187 3.80317 0.57333 0.315 -0.439 -0.387
```
Positions in Å, forces in eV/Å.

---

What are the M values for these records? In order: 190.01; 386.60; 107.15; 81.07; 413.51; 447.37; 98.14; 86.11 g/mol.
What are the E_tot values for these records? In order: -22067.126; -31104.009; -9943.262; -7729.307; -37117.968; -44504.943; -8426.861; -7803.574 eV.